Here is C22H51BMgN4O2Si2 as an isolated structure in a non-equilibrium geometry from OMol25. Energies are from the ωB97M-V functional and the def2-TZVPD basis.

Results
LUMO level (eV): -0.05
2S+1: 1
Max |F| (hartree/bohr): 0.0707
Frontier orbital gap (eV): 6.61

Element x y z (Å)
O  -0.388  -1.113  -2.133
O  0.684  0.492  -3.354
C  0.288  -2.334  -2.525
C  -0.383  -3.632  -2.036
H  1.314  -2.330  -2.168
H  0.424  -2.373  -3.605
H  -0.460  -3.651  -0.950
H  0.204  -4.501  -2.333
H  -1.383  -3.760  -2.449
C  -1.649  -0.975  -2.841
C  -1.711  -1.209  -4.372
H  -2.011  0.029  -2.636
H  -2.375  -1.660  -2.414
H  -0.944  -0.646  -4.900
H  -2.675  -0.891  -4.768
H  -1.589  -2.260  -4.631
C  0.211  1.832  -3.205
C  1.951  0.206  -3.941
C  -0.692  2.250  -4.368
H  1.040  2.531  -3.084
H  -0.384  1.893  -2.296
H  -0.182  2.199  -5.326
H  -1.035  3.275  -4.233
H  -1.575  1.618  -4.428
C  1.961  0.470  -5.447
H  2.194  -0.840  -3.769
H  2.731  0.791  -3.462
H  1.123  -0.021  -5.939
H  2.880  0.096  -5.896
H  1.909  1.536  -5.659
H  0.388  -0.159  -2.606
Mg  0.045  -0.155  1.609
C  1.624  -0.152  0.307
Si  3.471  0.323  0.487
H  1.368  -1.177  0.545
H  0.926  0.621  0.005
C  4.463  -0.854  -0.586
C  4.291  0.140  2.160
C  3.794  2.090  -0.042
C  -1.721  -1.196  1.070
Si  -3.302  -0.149  0.963
H  -1.637  -1.383  2.131
H  -1.929  -2.189  0.677
C  -4.541  -0.939  -0.198
C  -2.916  1.571  0.359
C  -4.135  -0.073  2.634
H  3.230  2.359  -0.931
H  4.850  2.248  -0.255
H  3.512  2.784  0.747
H  4.145  -1.884  -0.434
H  5.524  -0.798  -0.346
H  4.371  -0.631  -1.645
H  3.990  -0.757  2.690
H  4.094  1.005  2.787
H  5.373  0.093  2.044
H  -3.283  1.733  -0.653
H  -1.844  1.747  0.347
H  -3.370  2.326  0.998
H  -5.054  0.509  2.582
H  -3.498  0.396  3.376
H  -4.395  -1.068  2.990
H  -5.537  -0.530  -0.032
H  -4.598  -2.015  -0.042
H  -4.296  -0.760  -1.243
B  -0.773  -1.161  4.698
N  0.681  -0.830  4.577
C  1.492  -0.547  5.610
C  2.381  0.401  5.164
C  2.009  0.631  3.851
N  1.079  -0.237  3.470
N  -1.342  0.242  4.322
C  -1.978  1.095  5.147
C  -2.124  2.301  4.484
C  -1.529  2.123  3.244
N  -1.064  0.860  3.164
H  -1.054  -1.438  5.824
H  -1.094  -2.059  3.997
H  1.341  -0.833  6.643
H  3.091  0.961  5.757
H  2.293  1.447  3.219
H  -2.281  0.873  6.163
H  -2.580  3.203  4.868
H  -1.429  2.868  2.469